Entry 1:
The following is a quantum chemistry calculation of a molecular structure, C44H72N9O2PSr, from the Open Molecules 2025 dataset.

Calculated values
energy relative to the best compared isomer or geometry (same formula, charge and spin) = 3.4 kJ/mol
E_HOMO = -12.267 eV
DFT total energy = -2734.89376 hartree
total charge = +2

Geometry (Å):
Sr1 -0.26664 0.01042 -1.13899
P1 -1.17261 -2.21360 1.71182
O1 1.30628 1.77415 -0.43339
O2 -1.68423 1.51640 0.21413
N1 0.67403 -3.56440 -1.65765
N2 -1.80867 3.12477 3.75528
N3 3.92412 0.71660 2.63493
N4 -1.44062 -4.66039 -3.49746
N5 1.60046 2.93631 1.92364
N6 1.34723 0.64410 -3.12040
N7 -1.42283 1.76963 -2.72330
N8 1.05621 -2.29395 -1.37585
N9 -2.90481 -0.85732 -1.28156
C1 -2.63716 -2.22772 2.86838
C2 -2.84634 -4.22575 -3.43862
C3 -1.91860 2.90219 -2.43316
C4 -0.82529 -4.02367 1.44133
C5 2.34689 -2.38287 -1.05178
C6 -0.84275 -4.89864 2.69400
C7 -2.48617 5.59149 0.13255
C8 4.48579 3.54992 -0.20703
C9 2.97994 2.15367 -2.10234
C10 -1.01538 4.28933 4.17873
C11 -2.10793 3.52507 1.35111
C12 0.21634 -1.72397 2.86239
C13 -2.79534 7.05911 0.05319
C14 -0.67861 0.10160 -4.41484
C15 -2.34011 4.92699 1.31282
C16 2.78556 -3.71309 -1.13047
C17 0.23980 4.47656 3.32673
C18 -4.11881 -2.03864 -3.07267
C19 6.33085 3.99070 -1.87188
C20 2.31836 1.45765 -3.20497
C21 0.42621 -0.21035 2.77929
C22 -1.69895 -4.63924 0.34941
C23 -3.94199 -1.85804 -1.57343
C24 1.51900 -5.89792 -1.79904
C25 2.42928 2.28089 -0.78339
C26 -2.35595 4.82852 -1.05363
C27 -2.11182 2.76534 2.52599
C28 1.54362 -2.41271 2.54612
C29 -2.74470 -0.97337 3.73243
C30 0.85025 0.06430 -4.36220
C31 4.99856 3.42289 -1.47008
C32 -2.09364 3.48034 -1.09613
C33 3.15436 -1.18181 -0.67881
C34 4.20085 2.73330 -2.39697
C35 6.14212 -0.43122 3.37955
C36 4.90163 0.21088 2.96285
C37 3.22554 3.02143 0.14941
C38 -3.93916 -2.39522 2.08255
C39 -1.28211 1.48234 -4.16430
C40 -1.96160 2.74677 0.14343
C41 2.77105 3.26152 1.46251
C42 -2.94532 -2.73706 -3.75532
C43 1.14258 3.23229 3.27365
C44 1.68568 -4.44048 -1.53420
H1 3.43363 3.77954 2.15092
H2 6.13927 -1.47564 3.07268
H3 -2.26083 1.55373 -4.64477
H4 -3.47971 -4.79610 -4.12484
H5 -2.79115 -0.80018 -0.26869
H6 1.19852 -6.07958 -2.82522
H7 -1.97632 2.42851 4.46604
H8 -3.21582 -4.42686 -2.43137
H9 -4.27307 -1.05466 -3.52699
H10 6.22428 4.70420 -2.69006
H11 -2.00839 -2.26324 -3.44524
H12 -2.88013 -0.09101 3.10123
H13 2.75227 1.67219 -4.18994
H14 -1.86440 -5.09462 3.02356
H15 2.46391 -6.41373 -1.64626
H16 1.81189 -2.28538 1.49620
H17 1.52958 -3.47935 2.76106
H18 2.01932 3.35218 3.90936
H19 -0.64378 2.24721 -4.61820
H20 -2.45706 5.35315 -1.99982
H21 0.61289 2.34802 3.62715
H22 3.77231 -4.09180 -0.92407
H23 6.99142 0.07257 2.92206
H24 -3.02648 -2.59544 -4.83540
H25 -1.62187 5.19361 4.17015
H26 -2.50824 -3.08128 3.53884
H27 1.26787 0.58594 -5.23167
H28 -0.30063 -4.45714 3.53064
H29 -1.87595 -0.82341 4.37402
H30 -2.05292 7.58529 -0.54857
H31 -1.29643 -5.61289 0.05817
H32 0.19538 -3.99501 1.04352
H33 -5.03887 -2.59989 -3.25635
H34 -0.04095 4.74891 2.31119
H35 -0.24566 -3.79279 -2.04140
H36 -3.62387 -1.04806 4.37525
H37 -0.50511 0.35046 2.88166
H38 3.98298 -1.47210 -0.03424
H39 -2.21975 3.58041 -3.24163
H40 5.05031 4.08435 0.55075
H41 -4.78517 -2.48557 2.76648
H42 1.01002 2.42716 1.25538
H43 -1.37683 -5.64465 -3.25871
H44 0.77893 -6.33822 -1.12939
H45 -2.38368 1.72182 2.41244
H46 -1.11129 -0.60766 -3.70093
H47 -1.73908 -4.01347 -0.54261
H48 1.13083 0.11816 3.54708
H49 2.57026 -0.43818 -0.13392
H50 -0.07980 -1.98956 3.88246
H51 3.57150 -0.69861 -1.56413
H52 0.78810 5.32832 3.73065
H53 -2.47151 5.46969 2.24068
H54 4.57150 2.63691 -3.41391
H55 6.23855 -0.37950 4.46243
H56 -2.80924 7.51274 1.04285
H57 6.80408 4.50736 -1.03847
H58 -0.99151 -0.25711 -5.39671
H59 -3.76978 7.22994 -0.40684
H60 0.87404 0.05869 1.81692
H61 -3.93972 -3.27361 1.44092
H62 -1.11476 -4.59289 -4.45782
H63 -2.71781 -4.81311 0.69657
H64 -4.90092 -1.58480 -1.12268
H65 2.33777 -1.95988 3.14368
H66 -3.62977 -2.79433 -1.10680
H67 -0.74858 4.10261 5.21828
H68 -4.12021 -1.51997 1.45181
H69 1.18315 -0.97654 -4.40841
H70 7.00939 3.20546 -2.20808
H71 -0.38806 -5.86779 2.47840
H72 -3.24318 0.06038 -1.56167

Atomic partial charges in e from the Mulliken method, atoms 1 to 4: number 1, Sr, carries 1.2113; number 2, P, carries 1.4858; number 3, O, carries 0.4529; number 4, O, carries 0.1283

=====

Entry 2:
The following is a quantum chemistry calculation of a molecular structure, C44H73Br54NO3P3 at a distorted geometry, from the Open Molecules 2025 dataset.

Calculated values
E_HOMO = -4.901 eV
DFT total energy = -142021.11130 hartree
total charge = -1

Geometry (Å):
Br1 -5.82516 -6.01083 1.23938
Br2 -3.22630 2.99494 -5.38864
Br3 11.72542 -3.63177 -0.93519
Br4 14.45302 -4.36322 -6.10992
Br5 10.34906 4.36508 -10.38687
Br6 11.24398 1.31229 3.56244
Br7 5.02482 1.31903 -0.74805
Br8 -16.87491 -1.76048 3.11448
Br9 8.85947 2.21345 1.61130
Br10 0.21985 5.60856 -9.00645
Br11 22.22541 -6.23578 -3.69287
Br12 2.74587 3.01380 0.74671
Br13 14.59278 -3.23621 -3.10114
Br14 -4.41387 -7.76811 -1.04469
Br15 -6.60852 0.63456 5.27693
Br16 6.53945 9.77239 -11.13076
Br17 16.81099 -5.30230 -4.15149
Br18 3.51704 -2.27361 6.40561
Br19 9.11849 3.52025 4.53478
Br20 -2.98943 -5.10692 0.04577
Br21 -9.00860 4.63755 -3.53069
Br22 12.18288 4.63336 -7.76953
Br23 6.23713 2.46277 7.61504
Br24 -8.60353 1.47826 -3.13761
Br25 11.74417 -10.18384 -5.14408
Br26 -8.05178 2.23038 2.93077
Br27 11.55437 7.22145 -9.55643
Br28 13.23169 -1.37288 0.77715
Br29 1.97288 0.32154 -0.81219
Br30 20.69033 -4.62922 -6.00316
Br31 9.36849 -9.50354 2.66003
Br32 21.21517 -7.77569 -6.31761
Br33 -7.26478 3.75938 5.63417
Br34 5.40456 -6.41952 2.91685
Br35 -2.41645 5.65412 -3.79429
Br36 7.71221 -10.03596 -0.03628
Br37 12.84197 -7.49447 -3.79027
Br38 3.25546 -5.97886 0.55898
Br39 7.16870 7.18552 -9.34366
Br40 13.64475 -10.34629 -2.56680
Br41 -0.16661 3.94913 -5.31319
Br42 -7.65216 3.50688 -0.85750
Br43 5.33574 6.91827 -11.95904
Br44 3.16623 -4.14760 3.18895
Br45 2.81041 7.11338 -7.86346
Br46 -15.55212 -3.79995 1.02439
Br47 6.36990 -2.86734 7.74616
Br48 3.66665 1.14467 6.19039
Br49 3.11735 4.27780 -9.32863
Br50 4.78321 -5.21676 6.24262
Br51 6.56794 0.80844 4.88407
Br52 10.36419 -0.74645 -0.51105
Br53 8.83243 -7.10161 0.60255
Br54 -13.87158 -2.78969 3.56183
P1 -2.94480 0.85106 3.27672
P2 1.29216 -2.99674 0.25833
P3 0.15774 -1.58414 1.58088
O1 -0.72875 -0.49301 2.60868
O2 0.51164 -3.15859 -1.06528
O3 -1.29368 -2.00947 0.68989
N1 -4.21324 1.38517 2.46130
C1 -5.19049 7.61886 0.76247
C2 12.28794 -9.32485 -3.49649
C3 -0.82533 -0.76426 5.71452
C4 -1.17869 -1.98292 4.75634
C5 1.98271 5.40192 -8.23652
C6 -1.27123 4.27766 -0.05826
C7 -3.89236 6.70657 1.07356
C8 5.88704 8.06231 -10.49930
C9 -4.67150 -5.98943 -0.31745
C10 -2.84102 4.47753 0.12527
C11 0.62034 -0.25666 5.35204
C12 -12.22384 0.24480 0.76624
C13 -0.85316 3.31733 -1.24873
C14 8.15691 -8.75558 1.34493
C15 -8.45704 -0.72268 0.10971
C16 -3.38243 5.93327 -0.24023
C17 -7.03841 -0.53829 0.88758
C18 5.56905 0.99504 6.53502
C19 -8.93142 3.17410 -2.26446
C20 -15.62758 -3.22099 2.87010
C21 -7.81266 2.07930 4.84140
C22 -1.62227 1.93654 -1.29038
C23 -2.40209 -1.79260 3.77977
C24 -2.44547 -1.19659 1.10174
C25 10.06518 2.75302 3.02901
C26 -6.27351 -1.92679 0.74767
C27 1.74035 -0.02875 4.96417
C28 12.02063 -1.73297 -0.69014
C29 -14.40721 1.18184 1.92274
C30 -12.99577 1.55349 1.25463
C31 20.88195 -6.32158 -5.08406
C32 -10.68921 0.58975 0.42667
C33 15.60066 -3.86934 -4.63082
C34 -2.02155 4.50655 -5.30108
C35 -2.15984 -0.72918 2.60345
C36 5.14549 -3.31548 6.31167
C37 3.15958 1.85079 -0.74588
C38 -2.52112 -0.12538 -0.07850
C39 10.90086 5.51027 -8.92506
C40 -1.70146 1.20839 0.14462
C41 4.29079 -5.14629 1.96966
C42 -3.65113 -2.18956 0.76683
C43 -4.95731 -2.04274 1.67607
C44 -9.70557 -0.47684 1.10320
H1 5.71892 0.08501 7.11039
H2 16.21031 -3.03791 -4.97034
H3 -4.90092 -1.25367 2.47751
H4 10.01748 5.70889 -8.32614
H5 -1.20101 1.23541 -2.06734
H6 -3.30926 -1.50754 4.40275
H7 -12.24636 -0.56356 1.54956
H8 -10.50174 0.71329 -0.68074
H9 4.95650 -4.43205 1.49488
H10 -15.24618 1.61800 1.29470
H11 12.50297 -1.37523 -1.59496
H12 2.75340 -0.11341 4.51212
H13 -4.32036 5.77703 -0.86887
H14 -13.22212 2.23840 0.38804
H15 -0.68480 1.07727 0.60604
H16 -0.75644 -1.17162 6.77617
H17 10.69094 3.54164 2.62372
H18 -8.48551 -1.77444 -0.31977
H19 -1.57535 0.07057 5.74965
H20 -1.03807 3.89176 -2.21147
H21 -5.17845 -5.40583 -1.07968
H22 -8.47491 0.01852 -0.75508
H23 -3.46907 3.69056 -0.40391
H24 7.23414 -8.51561 1.86524
H25 -0.14910 -2.78828 2.31736
H26 -4.92962 8.66381 1.11868
H27 -3.93779 -2.04843 -0.31320
H28 -2.63441 6.55996 -0.81649
H29 -0.81005 5.31256 -0.15737
H30 -14.48924 1.62080 2.95870
H31 -2.26838 1.94048 0.80356
H32 0.26279 3.14709 -1.18078
H33 1.29926 -4.29308 0.89098
H34 -6.07244 7.21875 1.35305
H35 -4.39426 0.72341 1.70222
H36 -10.19786 -1.47049 1.31355
H37 -8.77725 1.82744 5.27011
H38 -0.85550 3.85945 0.91658
H39 -9.90934 3.10635 -1.79718
H40 1.32527 -1.20507 2.37935
H41 -3.05615 4.31784 1.23231
H42 -3.23227 -3.25067 0.85127
H43 -12.70522 -0.08919 -0.20372
H44 -5.45005 7.64968 -0.33229
H45 -2.18236 5.09413 -6.19959
H46 -16.00096 -4.05833 3.45084
H47 -9.36610 -0.05923 2.10903
H48 -4.20745 5.99794 1.89884
H49 -1.90005 1.85214 3.26656
H50 -2.09278 -0.63353 -1.00339
H51 -6.43824 0.26500 0.37243
H52 -3.03917 7.33797 1.46074
H53 -3.61200 0.08916 -0.31971
H54 -7.20948 -0.34032 1.98164
H55 -7.00920 -2.73079 1.09316
H56 -12.40847 2.13005 2.03088
H57 5.00336 8.26076 -9.90021
H58 11.41647 -9.29381 -2.85134
H59 -2.70663 2.12082 -1.59161
H60 -10.45977 1.59673 0.91080
H61 1.85552 4.89631 -7.28394
H62 2.99280 2.42542 -1.65211
H63 2.63856 -2.56424 0.01518
H64 -2.68457 -2.77675 3.27567
H65 -3.39876 0.67518 4.63987
H66 -6.05218 -2.18812 -0.33964
H67 -1.45797 -2.84731 5.44860
H68 -5.07626 -3.03600 2.22904
H69 19.93349 -6.52815 -4.59785
H70 0.64106 -0.59115 0.65261
H71 -0.22282 -2.29102 4.25369
H72 5.63800 -3.05200 5.38026
H73 -14.56514 0.04910 2.00633

Atomic partial charges in e from the Mulliken method, atoms 1 to 4: number 1, Br, carries -0.0731; number 2, Br, carries -0.0126; number 3, Br, carries 0.0260; number 4, Br, carries -0.0084

=====

Number 1: gap between HOMO and LUMO 7.1407 eV. Number 2: gap between HOMO and LUMO 5.3214 eV.